[1]
Computed, not measured: a structure of composition C34H50N12O3RuS3, with ωB97M-V/def2-TZVPD.

relative energy (zero: lowest compared OMol25 entry of this formula, charge and spin)	0.00	kcal per mole
net charge	0
frontier orbital gap	7.27	eV

```
103
Properties=species:S:1:pos:R:3:mulliken_charge:R:1
Ru -1.863 -0.577 -0.532 1.21
N -4.960 0.189 -1.834 0.07
C -4.203 1.225 -1.319 0.09
N -4.659 2.461 -1.182 -0.96
N -3.638 3.135 -0.638 -0.66
N -2.632 2.348 -0.452 -0.41
N -2.948 1.114 -0.886 0.99
C -4.800 -1.099 -1.360 -0.31
N -5.713 -2.051 -1.468 -0.57
N -5.131 -3.130 -0.916 -0.93
N -3.946 -2.840 -0.496 -0.56
N -3.698 -1.539 -0.764 1.75
H -5.908 0.443 -2.063 0.34
C -1.342 5.283 1.196 -0.84
C -1.742 4.955 2.632 -0.72
C -2.118 3.492 2.872 -0.60
C -0.948 2.513 2.855 -0.45
N -0.531 2.206 1.489 1.64
C 0.457 1.393 1.128 -0.85
S 0.337 0.467 -0.334 0.04
N 1.589 1.281 1.821 0.47
C 2.123 2.156 2.860 -1.32
C 2.237 3.635 2.495 0.39
C 3.148 3.925 1.295 -0.49
C 2.399 4.052 -0.028 -0.99
H -1.130 6.348 1.091 0.37
H -2.142 5.023 0.502 0.32
H -0.453 4.733 0.887 0.00
H -2.601 5.574 2.905 0.47
H -0.938 5.232 3.323 0.31
H -2.865 3.191 2.134 -0.06
H -2.591 3.404 3.854 0.46
H -1.229 1.576 3.345 0.17
H -0.134 2.955 3.428 0.24
H -1.274 2.286 0.784 -0.40
H 2.266 0.624 1.439 -0.13
H 3.124 1.769 3.055 0.46
H 1.560 2.035 3.787 0.36
H 2.621 4.135 3.388 0.56
H 1.248 4.061 2.307 -0.42
H 3.908 3.140 1.223 0.19
H 3.692 4.854 1.480 0.38
H 1.859 3.139 -0.286 0.06
H 3.085 4.273 -0.847 0.47
H 1.670 4.863 0.022 0.42
O -0.828 -2.575 -0.164 -0.38
S -1.218 -3.571 -1.250 0.06
C 0.310 -4.252 -1.881 0.42
C 1.536 -3.702 -1.552 -0.13
C 2.680 -4.269 -2.095 -0.22
C 2.591 -5.364 -2.945 -0.78
C 1.354 -5.914 -3.249 -0.63
C 0.204 -5.362 -2.706 -0.60
C -1.581 -2.466 -2.610 1.09
C -0.801 -1.308 -2.692 -1.81
C -1.290 -0.230 -3.420 -0.04
C -2.472 -0.365 -4.149 -0.75
C -3.163 -1.565 -4.145 -0.53
C -2.742 -2.619 -3.339 -0.56
H 1.573 -2.865 -0.862 0.77
H 3.654 -3.863 -1.857 0.14
H 3.491 -5.797 -3.362 0.43
H 1.285 -6.776 -3.900 0.37
H -0.769 -5.788 -2.922 0.44
H 0.178 -1.267 -2.235 0.96
H -0.728 0.694 -3.442 0.43
H -2.853 0.475 -4.713 0.40
H -4.086 -1.661 -4.702 0.34
H -3.362 -3.497 -3.211 0.40
O -2.196 -0.275 1.494 -0.62
N -3.467 -0.496 1.841 0.37
C -4.352 0.513 1.783 0.25
C -5.674 0.287 2.093 -1.32
C -6.079 -0.987 2.465 -0.18
C -5.141 -2.002 2.526 -0.77
C -3.829 -1.733 2.202 0.05
H -3.949 1.462 1.463 0.31
H -6.371 1.109 2.019 0.49
H -7.118 -1.186 2.691 0.38
H -5.417 -3.014 2.783 0.45
H -3.034 -2.461 2.161 0.45
C 4.440 1.764 -1.652 -0.77
C 5.041 0.373 -1.801 -0.74
C 3.996 -0.724 -1.613 -0.14
S 3.745 -1.256 0.101 0.64
O 3.947 -0.063 0.995 -0.92
C 5.263 -2.218 0.304 -0.74
C 5.356 -2.739 1.734 -0.49
C 4.278 -3.764 2.068 -1.11
H 5.197 2.538 -1.782 0.48
H 3.993 1.877 -0.667 -0.15
H 3.657 1.928 -2.396 0.31
H 5.858 0.246 -1.088 0.21
H 5.478 0.259 -2.796 0.41
H 4.240 -1.636 -2.161 0.56
H 3.012 -0.384 -1.944 -0.08
H 6.101 -1.564 0.060 0.35
H 5.223 -3.041 -0.413 0.38
H 5.299 -1.888 2.416 0.22
H 6.347 -3.180 1.867 0.41
H 3.278 -3.335 1.993 0.30
H 4.401 -4.139 3.084 0.38
H 4.324 -4.617 1.388 0.29
```

=====

[2]
Computed, not measured: a structure of composition C34H51Br20NO3P2S, with ωB97M-V/def2-TZVPD.

net charge	0
frontier orbital gap	6.50	eV

```
112
Properties=species:S:1:pos:R:3:mulliken_charge:R:1
N 0.419 -1.698 5.064 -0.61
P -0.284 -0.564 3.829 0.12
O -2.008 -0.376 4.068 -0.51
C 0.022 -1.372 2.084 0.12
C -0.542 -2.889 1.744 -0.38
C -0.225 -3.502 0.234 0.14
P -0.934 -5.254 -0.149 0.11
S -2.548 -5.461 0.984 -0.39
C 0.654 -2.639 -0.870 -0.59
C 1.203 -1.127 -0.526 0.97
C 0.871 -0.458 0.971 -0.01
C 1.410 1.068 1.240 0.06
O 1.827 1.573 2.404 -0.61
C 1.390 2.087 -0.086 0.67
C 1.030 3.677 0.089 -0.77
C 1.081 4.629 -1.284 -0.41
C 1.477 3.978 -2.739 -0.38
C 1.811 2.356 -2.974 0.19
C 1.754 1.435 -1.580 -0.45
C 2.096 -0.189 -1.575 0.32
O 3.047 -0.771 -2.310 -0.57
H 1.460 -1.627 5.029 0.26
H 0.125 -2.686 4.863 0.27
H -2.196 0.559 3.707 0.30
H -1.149 -3.484 2.569 0.19
H -1.457 -5.216 -1.522 0.10
H 0.010 -6.325 0.042 0.14
H 0.885 -3.134 -1.924 0.26
H 0.743 4.188 1.104 0.42
H 0.819 5.774 -1.143 0.35
H 1.544 4.655 -3.695 0.29
H 2.068 1.903 -4.039 -0.01
Br -3.711 4.052 -2.262 -0.13
C -3.881 4.562 -0.387 -0.50
C -2.575 4.379 0.350 -0.53
Br -2.248 2.499 0.752 -0.03
H -4.702 3.973 0.031 0.29
H -4.169 5.617 -0.405 0.39
H -2.608 4.876 1.324 0.42
H -1.707 4.741 -0.208 0.13
Br -2.881 -1.054 -4.976 -0.13
C -2.767 0.890 -5.077 -0.44
C -1.331 1.350 -5.170 -0.22
Br -0.445 1.255 -3.435 0.18
H -3.295 1.287 -4.205 0.06
H -3.318 1.161 -5.982 0.47
H -1.281 2.405 -5.456 0.41
H -0.730 0.760 -5.867 -0.11
Br 2.936 0.912 -6.233 -0.10
C 2.857 -0.970 -6.740 -0.63
C 1.428 -1.441 -6.873 -0.70
Br 0.617 -1.740 -5.125 -0.14
H 3.430 -1.526 -5.993 0.49
H 3.373 -1.026 -7.703 0.39
H 1.387 -2.412 -7.375 0.43
H 0.786 -0.735 -7.406 0.33
Br -5.701 -2.576 2.208 -0.14
C -5.871 -2.065 4.083 -0.31
C -4.564 -2.248 4.820 -0.26
Br -4.238 -4.129 5.222 -0.16
H -6.692 -2.654 4.501 0.47
H -6.159 -1.010 4.065 -0.06
H -4.598 -1.751 5.793 0.34
H -3.697 -1.886 4.261 0.14
Br 3.433 0.145 1.619 0.15
C 4.918 -1.065 1.985 -0.63
C 5.582 -1.519 0.706 -0.57
Br 4.519 -2.882 -0.197 -0.15
H 4.518 -1.889 2.583 0.21
H 5.614 -0.484 2.596 0.35
H 6.540 -2.002 0.919 0.38
H 5.740 -0.709 -0.012 0.40
Br 1.937 -1.201 -8.932 -0.03
C 1.387 -0.839 -10.767 -0.78
C 2.102 0.371 -11.324 -0.59
Br 1.340 2.025 -10.626 -0.14
H 0.299 -0.734 -10.760 0.41
H 1.657 -1.738 -11.328 0.36
H 1.970 0.432 -12.408 0.36
H 3.171 0.388 -11.091 0.35
Br 4.736 -1.815 5.674 -0.11
C 6.221 -3.025 6.041 -0.56
C 6.885 -3.479 4.762 -0.55
Br 5.822 -4.842 3.858 -0.13
H 5.821 -3.849 6.638 0.39
H 6.917 -2.444 6.652 0.29
H 7.843 -3.962 4.975 0.39
H 7.043 -2.669 4.044 0.30
Br -6.566 2.939 3.146 -0.14
C -5.987 2.864 5.007 -0.58
C -5.822 1.435 5.471 -0.49
Br -7.550 0.606 5.834 -0.11
H -6.719 3.428 5.592 0.41
H -5.029 3.390 5.028 0.36
H -5.284 1.399 6.422 0.40
H -5.309 0.799 4.744 0.16
Br -6.582 0.360 -2.608 -0.11
C -7.132 0.723 -4.444 -0.63
C -6.417 1.932 -5.000 -0.08
Br -7.179 3.587 -4.303 -0.13
H -8.221 0.828 -4.436 0.42
H -6.862 -0.176 -5.004 0.33
H -6.549 1.994 -6.084 0.37
H -5.349 1.950 -4.767 -0.17
Br 4.936 -1.420 9.502 -0.14
C 5.050 0.524 9.401 -0.55
C 6.486 0.984 9.308 -0.51
Br 7.372 0.888 11.043 -0.13
H 4.523 0.921 10.273 0.39
H 4.499 0.794 8.495 0.30
H 6.536 2.038 9.022 0.35
H 7.087 0.394 8.610 0.29
```

=====

[3]
Computed, not measured: a structure of composition C34H51BrN2P2Sn, with ωB97M-V/def2-TZVPD.

net charge	+2
frontier orbital gap	4.26	eV

```
91
Properties=species:S:1:pos:R:3:mulliken_charge:R:1
C -7.624 -3.255 -2.017 -0.44
C -6.905 -2.094 -2.368 0.53
C -7.539 -1.175 -3.229 -0.44
C -8.836 -1.451 -3.691 -0.32
N -9.497 -2.557 -3.344 -0.56
C -8.918 -3.442 -2.530 -0.32
C -5.572 -1.856 -1.866 0.06
C -4.446 -1.655 -1.439 -0.68
C -3.129 -1.414 -0.956 0.81
C -2.799 -1.656 0.394 -0.77
C -1.498 -1.431 0.859 -0.36
C -0.558 -0.922 -0.028 -0.19
C -0.836 -0.694 -1.371 -0.19
C -2.133 -0.942 -1.831 -0.74
Sn 1.628 -0.521 0.524 1.18
P 0.658 1.328 2.097 0.60
H -7.039 -0.261 -3.538 0.40
H -7.191 -4.003 -1.357 0.40
H -9.346 -0.750 -4.361 0.36
H -9.493 -4.337 -2.269 0.36
H -2.366 -0.768 -2.882 0.50
H -3.562 -2.028 1.076 0.48
H -0.071 -0.338 -2.067 0.36
H -1.255 -1.662 1.907 0.52
C 2.097 2.348 2.607 -0.58
C 1.885 3.776 3.107 -1.21
H 2.761 2.356 1.730 0.43
H 2.642 1.750 3.354 0.39
H 2.828 4.148 3.532 0.39
H 1.614 4.458 2.292 0.30
H 1.125 3.851 3.894 0.27
C -0.489 2.407 1.145 0.30
C -1.869 2.701 1.733 -1.47
H -0.625 1.905 0.174 -0.07
H 0.054 3.341 0.931 0.28
H -2.435 3.325 1.030 0.42
H -2.454 1.786 1.893 0.30
H -1.821 3.251 2.680 0.31
C -0.223 0.711 3.570 -0.43
C -0.268 1.657 4.768 -1.35
H 0.270 -0.228 3.863 0.34
H -1.241 0.432 3.259 0.41
H -0.863 1.206 5.571 0.45
H 0.732 1.845 5.175 0.34
H -0.734 2.621 4.534 0.21
Br 4.251 0.036 1.040 -0.45
P 1.206 3.635 -3.691 -0.11
C 0.780 4.192 -1.980 0.37
C 1.383 5.560 -1.656 -1.39
H 1.142 3.420 -1.285 -0.48
H -0.319 4.228 -1.929 0.48
H 0.865 6.005 -0.799 0.37
H 2.446 5.483 -1.396 0.33
H 1.289 6.255 -2.500 0.41
C 2.449 2.322 -3.313 0.30
C 3.395 2.126 -4.499 -1.34
H 1.912 1.394 -3.064 -0.35
H 3.001 2.661 -2.424 0.40
H 4.323 1.650 -4.168 0.37
H 2.956 1.486 -5.272 0.33
H 3.655 3.087 -4.962 0.37
C -0.269 2.581 -4.059 -0.09
C -1.299 3.319 -4.918 -1.30
H -0.701 2.267 -3.098 -0.06
H 0.113 1.693 -4.583 0.47
H -1.964 2.599 -5.406 0.38
H -1.925 3.988 -4.315 0.30
H -0.818 3.916 -5.702 0.36
C 5.042 -2.909 3.104 -0.82
N 3.848 -3.651 3.587 0.00
C 3.721 -3.523 5.061 -0.83
C 2.539 -3.251 2.881 -0.55
C 2.570 -3.620 1.422 0.93
C 3.006 -4.914 1.070 -0.68
C 3.069 -5.278 -0.270 -0.83
C 2.672 -4.385 -1.271 -0.86
C 2.221 -3.102 -0.913 -0.65
C 2.189 -2.722 0.415 0.56
H 4.944 -1.850 3.367 0.32
H 5.143 -3.009 2.025 0.35
H 5.920 -3.348 3.604 0.40
H 4.005 -4.651 3.376 0.36
H 3.500 -2.482 5.309 0.35
H 2.906 -4.176 5.399 0.37
H 4.666 -3.841 5.518 0.38
H 1.745 -3.795 3.421 0.34
H 2.397 -2.178 3.064 0.14
H 3.304 -5.639 1.838 0.31
H 3.433 -6.269 -0.549 0.40
H 2.716 -4.662 -2.326 0.45
H 1.917 -2.414 -1.707 0.33
```

=====

[4]
Computed, not measured: a structure of composition C34H51N10O3P2PbSe, with ωB97M-V/def2-TZVPD.

relative energy (zero: lowest compared OMol25 entry of this formula, charge and spin)	90.59	kcal per mole
net charge	-1
frontier orbital gap	6.96	eV

```
102
Properties=species:S:1:pos:R:3:mulliken_charge:R:1
Pb 0.167 -2.492 -0.323 0.74
N 2.630 -4.731 0.846 -0.46
C 2.040 -5.936 0.281 -0.84
C 1.188 -5.777 -0.974 -0.12
N -0.001 -4.946 -0.716 -0.20
H 3.116 -4.197 0.131 0.26
H 1.913 -4.123 1.229 0.21
H 1.439 -6.405 1.067 0.37
H 2.839 -6.641 0.036 0.44
H 0.903 -6.777 -1.321 0.33
H 1.764 -5.306 -1.769 -0.06
H -0.411 -5.139 0.200 0.27
H -0.713 -5.091 -1.422 0.31
C -0.633 3.293 -1.828 0.35
C -1.966 2.765 -2.284 -1.21
C -2.294 1.486 -2.505 -0.87
C -1.422 0.344 -2.176 0.91
N -0.717 0.481 -1.117 1.21
C -0.085 1.076 -0.220 -2.11
C -1.378 -0.896 -2.988 0.25
C -1.846 -0.790 -4.304 -0.80
C -1.856 -1.891 -5.136 -1.07
C -1.379 -3.103 -4.659 -0.94
C -0.889 -3.200 -3.366 -0.49
C -0.872 -2.124 -2.469 0.50
H -0.630 4.377 -1.949 0.73
H -2.724 3.507 -2.511 0.39
H -3.258 1.248 -2.940 0.66
H -0.425 0.976 0.818 0.21
H -2.179 0.171 -4.685 0.49
H -2.210 -1.800 -6.155 0.37
H -1.372 -3.974 -5.304 0.41
H -0.471 -4.157 -3.074 0.10
C 2.590 1.548 3.235 -0.70
N 2.105 2.941 3.186 0.28
C 1.887 3.443 4.547 -1.04
P 0.804 3.150 2.159 0.38
O -0.405 2.357 2.451 -1.09
O 1.441 2.933 0.721 0.33
P 1.953 1.711 -0.294 1.49
O 2.007 0.270 0.123 -0.90
N 1.773 2.333 -1.856 0.50
C 0.558 2.682 -2.594 -1.20
C 2.742 1.792 -2.824 -1.12
N 3.594 2.129 -0.090 0.58
C 4.064 3.475 -0.298 -1.28
C 4.652 1.154 0.044 -1.06
N 0.508 4.774 2.196 0.31
C -0.854 5.272 2.167 -1.02
C 1.514 5.699 1.706 -1.02
H 3.578 1.540 3.698 0.37
H 2.675 1.123 2.236 0.14
H 1.915 0.915 3.820 0.38
H 2.844 3.441 5.072 0.35
H 1.183 2.816 5.108 0.29
H 1.507 4.463 4.520 0.34
H -0.501 3.117 -0.755 -0.32
H 0.221 1.815 -3.167 0.48
H 0.876 3.416 -3.342 0.46
H 3.577 1.308 -2.333 0.25
H 3.127 2.597 -3.461 0.30
H 2.266 1.039 -3.458 0.36
H 3.236 4.145 -0.524 0.25
H 4.772 3.525 -1.138 0.33
H 4.579 3.858 0.593 0.28
H 4.233 0.155 0.135 0.18
H 5.263 1.359 0.934 0.25
H 5.328 1.172 -0.824 0.41
H -1.536 4.479 2.461 0.27
H -1.128 5.625 1.165 0.26
H -0.964 6.110 2.862 0.30
H 2.497 5.229 1.728 0.24
H 1.544 6.593 2.336 0.34
H 1.302 6.010 0.676 0.27
C -3.475 -2.051 -0.377 -1.70
N -2.382 -2.621 0.402 0.28
C -2.694 -3.073 1.574 0.28
C -1.833 -3.760 2.473 -0.38
C -2.146 -4.092 3.805 -1.08
C -1.021 -4.733 4.315 -0.84
C -0.093 -4.764 3.257 -0.55
N -0.567 -4.187 2.147 0.33
C -4.042 -0.760 0.184 1.00
C -3.273 0.071 0.994 -0.16
C -3.770 1.291 1.428 -0.62
C -5.048 1.697 1.070 -0.47
C -5.830 0.866 0.279 -0.52
C -5.329 -0.353 -0.157 -0.70
H -4.283 -2.777 -0.526 0.56
H -3.086 -1.832 -1.371 0.07
H -3.718 -2.931 1.944 0.27
H -3.073 -3.869 4.316 0.44
H -0.879 -5.125 5.311 0.43
H 0.902 -5.193 3.275 0.42
H -2.287 -0.249 1.301 0.54
H -3.152 1.922 2.052 0.43
H -5.437 2.648 1.414 0.41
H -6.836 1.164 0.007 0.38
H -5.942 -0.998 -0.778 0.39
Se 2.669 -2.167 -2.130 -0.30
C 2.553 -3.509 -3.376 0.26
N 2.475 -4.356 -4.167 -0.73
```

=====

The E_HOMO results, record by record, are as follows: -7.3, -8.1, -12.2, -4.7 eV.
The energy results, record by record, are as follows: -3497.7654, -54166.9198, -4906.0257, -5376.5856 hartree.